(1)
DFT (the ωB97M-V functional and the def2-TZVPD basis) results for a structure of composition C22H31AsN7O6STi.

Last column: natural (NBO) charge in e.
CARTESIAN COORDINATES (ANGSTROEM)
As -1.3914 -0.1272 1.7095  0.92
Ti -1.7868 -0.2571 -1.1303  1.52
S 5.5886 2.9809 -1.9790  2.39
O 6.0886 3.7583 -0.8626  -1.00
O -2.3964 -0.3375 -3.0397  -0.84
O -5.5336 -1.6489 -1.5569  -0.64
O -2.1116 -2.1221 -4.3742  -0.62
O 4.2311 3.3542 -2.3872  -1.05
O 6.5098 2.8008 -3.0856  -1.00
N -0.5257 1.6514 -1.0944  -0.59
N -3.6531 1.0590 -0.7091  -0.85
N -3.2904 -1.6542 -0.9965  -0.79
N -0.0685 -1.2935 -1.5162  -0.71
N 0.8372 2.7149 -2.4406  -0.50
N 6.3653 0.8282 -0.5271  -0.45
N 4.2768 0.6693 -1.6294  -0.48
C 5.3895 1.2980 -1.3052  0.15
C 0.6566 -2.0094 -0.5928  -0.03
C -1.6904 1.7402 2.2535  -0.70
C 2.7398 -1.0948 -1.3735  -0.13
C 6.1518 -0.3846 -0.0227  0.07
C -2.6708 -1.0631 2.8583  -0.70
C -2.9872 -2.4926 -2.1557  -0.36
C 0.6732 -0.7973 -2.5762  -0.03
C 2.0175 -0.6478 -2.5133  -0.21
C 0.7156 1.7748 -0.4918  -0.12
C -2.6397 -2.5640 2.6098  -0.63
C 0.3068 -0.6773 2.5407  -0.71
C 1.5685 2.4448 -1.3107  0.00
C -1.1081 2.2329 3.5686  -0.61
C 2.0145 -1.9359 -0.4899  -0.20
C -4.5555 -1.1811 -0.9871  0.65
C 0.3321 -0.9295 4.0429  -0.62
C -4.6996 0.1378 -0.2200  -0.30
C 5.0001 -1.1157 -0.2431  -0.32
C -2.4509 -1.6275 -3.3251  0.78
C 4.0421 -0.5378 -1.0831  0.21
C -0.4054 2.2287 -2.2765  0.20
H 0.5947 -1.5828 2.0091  0.24
H -1.3333 2.3498 1.4230  0.24
H -4.5372 -0.0317 0.8444  0.20
H -0.4153 -1.6659 4.3428  0.20
H 0.1607 -0.0264 4.6227  0.21
H 2.5412 -0.1571 -3.3231  0.24
H -3.3840 -3.0808 3.2182  0.21
H -1.6631 -2.9860 2.8599  0.20
H -2.8414 -2.7866 1.5603  0.24
H -0.0209 2.1465 3.5791  0.21
H 0.0705 -2.6026 0.0999  0.19
H 6.9438 -0.7907 0.6006  0.18
H 0.0957 -0.4667 -3.4312  0.22
H -2.2289 -3.2393 -1.9246  0.23
H -1.1779 2.2766 -3.0271  0.22
H -5.7085 0.5168 -0.3727  0.21
H 1.3063 -1.3264 4.3355  0.22
H -3.6364 1.9232 -0.1848  0.39
H 2.5050 -2.4680 0.3176  0.20
H -2.7816 1.8348 2.2614  0.21
H 1.2092 3.1603 -3.2625  0.44
H -2.4505 -0.8196 3.8994  0.21
H -3.6563 -0.6478 2.6458  0.22
H 2.6173 2.7166 -1.2567  0.30
H -3.8645 1.2965 -1.6754  0.39
H -3.8840 -2.9983 -2.5134  0.25
H 0.9237 1.3496 0.4746  0.21
H 1.0542 0.0626 2.2475  0.23
H -1.4961 1.6775 4.4233  0.20
H 4.8681 -2.0955 0.1953  0.21
H -1.3506 3.2861 3.7230  0.21

Atomic forces in eV per Å
As 0.008 -0.065 -0.089
Ti 0.309 0.285 0.119
S -0.080 0.076 -0.090
O -0.003 -0.038 -0.010
O 0.233 -0.017 0.226
O -0.029 -0.016 0.057
O -0.081 -0.050 0.003
O 0.072 -0.014 0.030
O -0.051 0.009 0.053
N -0.185 -0.361 -0.099
N 0.009 -0.190 -0.207
N 0.115 0.257 -0.194
N -0.246 -0.087 -0.012
N -0.078 0.060 0.181
N -0.009 0.000 0.030
N -0.093 -0.033 0.002
C 0.124 0.008 -0.013
C 0.137 0.010 0.125
C -0.085 -0.033 -0.010
C -0.191 -0.075 -0.014
C -0.017 -0.023 0.000
C 0.045 0.137 0.100
C -0.155 -0.161 -0.123
C 0.000 0.104 -0.056
C 0.008 0.080 -0.022
C -0.019 0.131 0.018
C 0.018 -0.087 -0.034
C 0.049 0.015 0.003
C 0.067 -0.097 -0.007
C 0.053 -0.031 0.069
C 0.002 0.039 -0.003
C -0.146 -0.001 0.032
C -0.030 -0.027 0.009
C 0.017 -0.067 0.071
C 0.005 0.042 -0.017
C -0.093 0.088 -0.051
C 0.114 -0.013 0.021
C 0.131 0.027 -0.106
H -0.035 0.006 -0.015
H 0.042 -0.004 -0.017
H -0.016 0.014 0.024
H 0.019 0.014 -0.013
H -0.037 0.075 0.030
H 0.020 0.010 0.045
H -0.001 0.006 -0.006
H -0.010 0.006 -0.016
H -0.014 0.011 -0.001
H 0.008 -0.004 -0.010
H -0.006 -0.028 0.023
H 0.013 0.010 -0.005
H 0.014 -0.017 -0.032
H 0.021 -0.012 0.009
H 0.035 -0.033 -0.024
H -0.032 0.011 0.010
H 0.010 0.021 -0.018
H 0.093 0.049 0.090
H 0.027 0.018 -0.011
H -0.001 0.020 0.002
H 0.071 0.036 -0.007
H 0.006 -0.019 0.013
H -0.019 -0.031 -0.043
H -0.086 -0.021 -0.058
H 0.000 0.047 -0.018
H 0.004 -0.078 0.006
H -0.008 0.008 -0.002
H -0.005 0.033 0.054
H -0.016 -0.026 -0.001
H -0.022 0.002 0.006
H -0.001 -0.003 -0.004

Summary:
2S+1: 3
Gap between HOMO and LUMO (alpha / beta) (eV): 4.91 / 7.31
Expectation value of S²: 2.029
Total charge: -1

(2)
DFT (the ωB97M-V functional and the def2-TZVPD basis) results for a structure of composition C22H31BBrNO4PV.

Last column: natural (NBO) charge in e.
CARTESIAN COORDINATES (ANGSTROEM)
Br 1.3013 -3.5386 -2.1286  -0.67
V 0.7713 -2.3192 0.0382  0.92
P 0.7994 0.5119 -0.4566  0.90
O 2.6594 -1.2203 3.5753  -0.68
O 1.2074 -1.8445 2.0132  -0.83
O -2.4401 -2.6057 -0.9646  -0.69
O -2.3275 -2.2000 1.2815  -0.68
N 3.1171 -2.6158 0.3664  -0.87
C 2.3636 -1.8367 2.5583  0.76
C -5.9788 -1.9932 0.9716  -0.24
C -3.6209 -2.1856 0.8895  0.23
C 0.4647 3.5082 2.3898  -0.24
C -3.6863 -2.4362 -0.4818  0.30
C -0.3435 0.4393 -2.9773  -0.62
C 0.4638 1.4911 1.0519  -0.27
C -1.8586 0.7780 -1.0319  -0.62
C 2.9762 -0.0501 -2.0500  -0.62
C -0.5045 1.1670 -1.6404  -0.32
C 0.7750 2.8436 1.2184  -0.23
C -0.1745 2.8294 3.4206  -0.21
C -0.4912 1.4913 3.2688  -0.19
C -0.1699 0.8221 2.0952  -0.19
C 3.3435 -2.7646 1.8024  -0.34
C -6.0460 -2.2416 -0.3946  -0.24
C -4.7564 -1.9610 1.6412  -0.25
C 2.5178 1.0129 -1.0392  -0.33
C 3.4083 0.9353 0.2104  -0.61
C -4.8957 -2.4682 -1.1481  -0.28
C 2.7232 2.3740 -1.7086  -0.61
C -0.5347 2.6803 -1.8647  -0.62
B -1.5066 -2.4407 0.1276  0.42
H -2.6434 1.0122 -1.7560  0.20
H -0.4149 3.3449 4.3425  0.20
H -4.9396 -2.6609 -2.2116  0.21
H -1.9131 -0.2831 -0.8145  0.24
H -0.3894 -0.2325 2.0068  0.26
H 1.2649 3.3892 0.4239  0.20
H -2.0637 1.3332 -0.1158  0.22
H 2.2106 2.4306 -2.6686  0.20
H 2.8231 -1.0697 -1.7027  0.23
H 4.4570 0.9267 -0.1007  0.20
H 0.7209 4.5549 2.4996  0.20
H -6.8925 -1.8192 1.5265  0.20
H -0.9712 0.9435 4.0685  0.21
H 4.3778 -2.6013 2.1214  0.19
H -0.6284 3.2245 -0.9250  0.22
H 2.4398 0.0230 -2.9949  0.22
H 0.3370 3.0567 -2.3974  0.20
H 4.0388 0.1008 -2.2626  0.20
H 3.2143 0.0418 0.8041  0.22
H 3.2554 1.7851 0.8754  0.22
H 3.7915 2.5065 -1.9062  0.20
H -0.2855 -0.6440 -2.8450  0.25
H -1.2113 0.6584 -3.6060  0.20
H -7.0122 -2.2582 -0.8836  0.20
H 0.5439 0.7694 -3.5193  0.20
H 3.3431 -3.4400 -0.1780  0.39
H 3.0576 -3.7859 2.0647  0.20
H 3.6375 -1.8391 -0.0170  0.38
H 2.3981 3.2138 -1.0972  0.20
H -4.6887 -1.7660 2.7029  0.21
H -1.4145 2.9224 -2.4682  0.20

Atomic forces in eV per Å
Br -0.064 -0.195 -0.339
V 0.421 0.656 0.271
P -0.089 -0.412 -0.002
O 0.539 -0.277 -0.133
O -0.445 0.023 -0.122
O 0.380 -0.086 0.008
O 0.211 0.037 0.061
N -0.208 -0.002 -0.146
C -0.473 -0.083 0.052
C -0.086 0.001 -0.034
C -0.267 -0.025 -0.187
C -0.040 0.032 0.094
C -0.371 0.078 0.266
C -0.038 -0.031 -0.025
C 0.065 0.043 -0.018
C 0.017 0.071 -0.014
C 0.030 0.019 0.010
C -0.019 0.017 -0.010
C 0.039 -0.042 -0.135
C -0.007 0.038 0.048
C -0.009 -0.021 0.008
C -0.063 0.007 0.019
C 0.136 0.118 0.326
C -0.112 0.017 0.063
C 0.165 -0.027 -0.051
C 0.015 0.046 -0.033
C 0.020 0.029 -0.053
C 0.189 -0.014 0.001
C -0.021 0.029 -0.004
C 0.060 0.036 -0.028
B -0.054 -0.047 -0.070
H -0.040 0.018 -0.002
H 0.002 0.005 0.001
H 0.009 -0.005 -0.017
H 0.015 -0.059 -0.014
H -0.002 -0.014 -0.022
H -0.021 0.001 0.056
H 0.017 0.010 0.033
H 0.033 -0.030 0.000
H -0.014 -0.018 0.010
H 0.039 -0.003 0.016
H -0.002 0.006 0.010
H -0.003 0.000 -0.004
H -0.012 0.016 0.035
H -0.082 0.045 -0.058
H -0.021 -0.004 0.017
H -0.020 0.032 -0.004
H -0.053 -0.026 0.024
H 0.048 -0.016 -0.007
H -0.031 -0.025 0.038
H -0.010 0.005 -0.021
H 0.037 -0.007 0.013
H 0.010 -0.004 0.015
H -0.015 -0.009 -0.023
H 0.000 0.000 -0.002
H 0.015 0.019 0.008
H 0.027 0.034 0.002
H 0.068 0.024 0.125
H 0.087 -0.013 -0.020
H 0.029 -0.011 -0.029
H -0.004 0.004 0.020
H -0.027 -0.011 -0.022

Summary:
2S+1: 4
Gap between HOMO and LUMO (alpha / beta) (eV): 6.62 / 7.44
Expectation value of S²: 3.762
Total charge: -1

(3)
DFT (the ωB97M-V functional and the def2-TZVPD basis) results for a structure of composition C22H31BFeN5PSSi.

Last column: natural (NBO) charge in e.
CARTESIAN COORDINATES (ANGSTROEM)
Fe -1.0511 -0.3960 -0.0749  1.43
S -0.3724 2.0784 -0.6355  0.17
P -1.1824 -2.8841 -0.5222  0.75
Si 2.2370 4.2244 -0.2814  1.57
N -4.0733 -0.2385 0.9645  -0.26
N -3.2324 0.0099 -0.0438  -0.45
N -1.2237 -0.4218 2.0920  -0.45
N -2.3040 -0.3091 2.8699  -0.26
N 1.2758 0.1463 -0.2514  -0.55
C -5.3343 -0.2576 0.5013  0.01
C 2.3629 2.3081 -0.2663  -0.39
C 2.7280 -3.7437 -1.4527  -0.21
C 2.4395 -0.4495 -0.0436  0.07
C 1.4051 4.9243 -1.8463  -1.09
C 1.9084 -2.1858 -3.0803  -0.19
C -2.3773 -3.2334 -1.8817  -0.92
C 1.3323 4.7376 1.3209  -1.09
C -1.3107 -4.4938 0.3633  -0.91
C -1.9244 -0.1991 4.1522  0.00
C 3.5666 1.6493 -0.0504  -0.15
C 1.2324 1.4860 -0.3678  -0.02
C 1.4790 -3.7795 -0.8553  -0.24
C 3.6198 0.2668 0.0606  -0.18
C 2.9468 -2.9483 -2.5662  -0.20
C 0.6654 -2.2011 -2.4750  -0.26
C -5.3141 -0.0051 -0.8573  -0.34
C -0.5448 -0.2368 4.2126  -0.34
C 4.0201 4.8901 -0.2060  -1.11
C 0.4328 -3.0167 -1.3678  -0.26
C -3.9622 0.1558 -1.1508  -0.06
C -0.1490 -0.3798 2.8870  -0.07
B -3.7780 -0.3209 2.4619  0.15
H 2.4224 -1.5283 0.0244  0.23
H -3.4949 0.3824 -2.0917  0.21
H 1.3288 -4.3988 0.0153  0.22
H -3.3539 -3.4248 -1.4381  0.26
H 1.5219 6.0056 -1.8365  0.25
H -0.6312 -4.5475 1.2112  0.25
H 3.5354 -4.3366 -1.0461  0.23
H 4.6212 4.5772 -1.0542  0.24
H -6.1443 0.0634 -1.5304  0.24
H 3.9958 5.9755 -0.2149  0.26
H 0.0804 -0.1653 5.0767  0.24
H 0.3429 4.7080 -1.9007  0.24
H -2.6404 -0.1040 4.9428  0.24
H -4.2988 0.6264 2.9748  -0.03
H 4.5506 -0.2533 0.2244  0.24
H 0.2973 4.4112 1.3320  0.24
H -4.2842 -1.3141 2.8941  -0.04
H 0.8399 -0.4524 2.4743  0.20
H 1.3377 5.8182 1.4293  0.25
H -1.0898 -5.3003 -0.3371  0.25
H 4.4770 2.2224 0.0338  0.24
H 4.5330 4.5902 0.7025  0.24
H 1.8692 4.5556 -2.7569  0.24
H -2.0699 -4.1121 -2.4483  0.25
H -2.4675 -2.3782 -2.5478  0.24
H -0.1285 -1.5621 -2.8501  0.21
H 3.9232 -2.9180 -3.0261  0.23
H 2.0780 -1.5732 -3.9517  0.23
H 1.8239 4.3210 2.1955  0.24
H -2.3269 -4.6152 0.7359  0.26
H -6.1637 -0.4465 1.1541  0.24

Atomic forces in eV per Å
Fe -0.861 0.334 1.185
S 0.209 -0.266 0.190
P -0.005 -0.697 -0.740
Si 0.219 1.000 0.178
N -0.458 -0.203 -0.562
N 1.420 -0.034 -0.251
N 0.495 0.037 -0.848
N 0.511 0.184 0.280
N -0.594 -0.741 0.253
C 0.381 -0.003 -0.193
C -0.297 0.502 -0.114
C 0.179 -0.038 -0.053
C -0.420 -0.247 -0.151
C 0.221 -0.447 0.589
C 0.078 0.107 -0.100
C 0.165 0.154 0.186
C 0.317 -0.340 -0.722
C 0.049 0.476 0.264
C 0.284 -0.014 -0.259
C 0.265 -0.198 0.056
C -0.483 0.255 -0.091
C -0.144 -0.012 -0.041
C 0.102 0.417 -0.070
C -0.028 -0.049 0.054
C -0.027 -0.093 0.131
C 0.334 0.028 -0.103
C 0.060 -0.053 -0.267
C -0.681 -0.403 -0.041
C -0.062 0.122 0.150
C -0.490 -0.003 -0.108
C -0.173 0.016 0.275
B -0.622 -0.003 0.706
H -0.011 -0.038 0.042
H 0.103 0.011 -0.151
H -0.025 -0.100 0.076
H -0.052 0.094 0.021
H 0.051 0.143 0.059
H -0.012 0.013 0.035
H 0.021 -0.048 0.016
H 0.084 -0.084 -0.190
H -0.142 -0.001 -0.077
H -0.074 0.195 0.001
H 0.104 -0.006 0.222
H -0.128 -0.036 0.050
H -0.250 0.027 0.052
H -0.039 0.268 0.150
H 0.077 -0.010 0.024
H -0.197 -0.071 -0.023
H -0.104 -0.371 -0.010
H 0.153 -0.004 -0.074
H 0.035 0.191 -0.074
H 0.020 0.083 -0.032
H 0.123 0.066 0.023
H 0.076 -0.071 0.196
H 0.132 -0.088 -0.101
H 0.054 0.019 0.017
H -0.042 0.000 -0.058
H -0.001 -0.046 -0.136
H 0.048 -0.022 -0.073
H -0.003 0.108 -0.098
H 0.119 -0.104 0.112
H -0.008 0.068 0.014
H -0.054 0.027 0.205

Summary:
2S+1: 6
Gap between HOMO and LUMO (alpha / beta) (eV): 7.74 / 4.38
Expectation value of S²: 8.782
Total charge: +1

(4)
DFT (the ωB97M-V functional and the def2-TZVPD basis) results for a structure of composition C22H31BrCl2N3O3Sr.

Last column: natural (NBO) charge in e.
CARTESIAN COORDINATES (ANGSTROEM)
Sr -0.9225 0.1879 1.4590  1.79
Br -0.0103 -3.0989 6.8185  0.05
Cl -3.2372 0.1232 2.8476  -0.92
Cl 0.2303 2.7615 1.3056  -0.91
O -0.8191 -2.3561 1.2658  -0.73
O 0.3148 -0.5338 -3.0854  -0.93
O 1.5033 -0.3319 0.6535  -0.77
N 0.1200 -0.2205 3.8745  -0.48
N 2.9986 0.9757 -0.4730  -0.41
N -0.0627 -4.1863 0.1284  -0.41
C -0.9732 -5.0972 0.8061  -0.42
C 0.2420 2.5719 -2.4772  -0.24
C -0.1516 0.9694 5.9268  -0.23
C -2.2715 -1.1276 -1.3473  -0.69
C -0.0529 -2.8839 0.4265  0.54
C -3.4166 1.5609 -0.3166  -0.67
C 3.4328 1.5156 -1.7526  -0.41
C 0.0052 0.9321 4.5347  0.05
C -0.3749 1.6652 -3.3335  0.00
C 2.0571 0.0262 -0.4090  0.52
C -0.6382 1.9995 -4.6591  -0.21
C -0.3807 3.2978 -5.1042  -0.23
C 0.2036 4.2343 -4.2370  -0.26
C -0.7175 0.2541 -2.8659  0.11
C 0.8407 -4.7371 -0.8703  -0.40
C 0.5143 3.8735 -2.9218  -0.21
C -0.0313 -1.4375 5.9186  -0.12
C -1.5933 0.2014 -1.4742  -0.07
C -2.0566 1.3270 -0.8863  -0.27
C 3.4971 1.6017 0.7422  -0.43
C -0.1417 -0.2367 6.6268  -0.20
C 0.0955 -1.4002 4.5146  0.03
H 4.5168 1.3866 -1.8680  0.18
H 1.5605 -5.4259 -0.4072  0.19
H -1.4103 2.1901 -0.7463  0.24
H -0.6324 3.5695 -6.1311  0.19
H -1.5966 -1.9340 -1.6726  0.23
H -0.2871 1.9305 6.4055  0.23
H 0.9542 4.5814 -2.2146  0.20
H 0.4513 2.2874 -1.4370  0.23
H -1.5149 -5.6888 0.0587  0.20
H 0.1613 -2.3164 3.9265  0.22
H -1.6668 -4.5096 1.4137  0.25
H -0.2068 -0.2657 7.7083  0.22
H 2.9154 0.9820 -2.5594  0.25
H 1.3809 -3.9092 -1.3449  0.23
H -3.3366 1.9292 0.7181  0.24
H 2.8945 2.4867 0.9870  0.24
H 4.5384 1.8871 0.5712  0.18
H 3.2002 2.5880 -1.8216  0.21
H -1.4686 -0.1306 -3.5967  0.11
H -3.9332 2.3537 -0.8808  0.22
H 0.6826 -2.2932 -0.1532  0.18
H 1.7885 -0.4357 -1.3782  0.20
H -0.4058 -5.7935 1.4366  0.19
H 0.0139 1.8423 3.9210  0.24
H 3.4218 0.8891 1.5678  0.22
H -4.0543 0.6667 -0.2951  0.21
H -3.1650 -1.1537 -2.0026  0.22
H -2.6221 -1.3346 -0.3197  0.21
H 0.2739 -5.2939 -1.6274  0.20
H 0.4154 5.2468 -4.5834  0.20
H -1.0726 1.2364 -5.3102  0.21

Atomic forces in eV per Å
Sr 0.603 0.035 -0.190
Br -0.020 0.033 0.008
Cl -0.318 -0.109 0.364
Cl -0.011 0.148 0.232
O 1.152 -0.714 -0.908
O 1.796 -1.100 1.140
O 0.448 0.058 -0.594
N 0.056 -0.594 -0.002
N -0.137 -0.221 0.076
N -0.057 -0.218 0.047
C 0.126 -0.007 -0.116
C 0.020 0.599 -0.193
C 0.150 -0.404 -0.603
C -0.805 -0.208 -0.029
C -0.708 0.701 0.521
C -0.295 -0.288 0.993
C 0.023 -0.178 -0.088
C -0.188 -0.240 0.561
C -0.302 -0.312 0.597
C -0.245 -0.049 0.287
C -0.036 0.562 0.185
C 0.259 -0.095 0.116
C -0.085 -0.079 -0.014
C -0.132 -0.017 -0.130
C 0.009 0.132 0.113
C 0.036 -0.519 0.038
C 0.221 0.686 -0.962
C 0.244 0.858 -1.715
C 0.178 -0.271 -0.187
C -0.219 0.189 -0.051
C 0.024 -0.124 -0.285
C -0.166 0.763 1.044
H -0.117 0.021 0.027
H -0.108 0.135 -0.055
H -0.210 0.094 -0.865
H 0.139 0.036 0.242
H -0.109 0.271 0.051
H 0.074 -0.143 0.176
H -0.116 -0.079 -0.323
H 0.007 0.189 -0.478
H -0.017 0.148 0.132
H -0.034 0.323 0.057
H 0.151 -0.184 -0.140
H -0.105 0.058 -0.071
H 0.031 0.194 0.169
H -0.143 -0.281 0.011
H -0.258 -0.049 -0.190
H 0.152 -0.196 0.014
H -0.043 -0.044 0.081
H -0.047 -0.297 0.031
H -1.134 0.524 0.437
H 0.263 -0.224 -0.038
H -0.333 -0.138 0.287
H -0.175 0.296 -0.025
H -0.114 0.125 -0.002
H 0.024 -0.300 0.240
H 0.009 0.153 -0.139
H 0.156 0.238 -0.028
H 0.326 -0.142 0.239
H 0.053 -0.031 -0.372
H 0.102 0.205 0.091
H -0.104 -0.225 0.048
H 0.062 0.304 0.139

Summary:
Gap between HOMO and LUMO (eV): 5.95
Total charge: -1

Q: Which of these has the highest total charge?
A: C22H31BFeN5PSSi

Q: What is the formula in the fourth record?
A: C22H31BrCl2N3O3Sr